(1)
Molecular formula: C10H10N2O
Method: DFT, ωB97M-V with the def2-TZVPD basis set

Geometry as XYZ:
```
23
Properties=species:S:1:pos:R:3:forces:R:3
C 4.162 0.743 0.042 -1.9 -0.8 1.1
O 3.150 -0.389 -0.279 3.2 0.8 1.0
C 1.840 -0.333 -0.038 1.2 3.4 -1.7
C 1.230 -1.541 0.051 -6.4 0.8 1.2
C -0.212 -1.479 0.195 2.0 -1.4 -1.2
C -0.930 -0.279 -0.062 1.7 -2.5 0.5
C -2.340 -0.219 -0.121 -1.0 -0.5 1.1
C -3.192 -1.529 -0.200 0.4 -1.2 2.9
N -2.890 0.935 0.097 -1.1 0.6 -1.0
C -2.123 2.078 0.049 -2.6 0.1 1.3
C -0.802 2.078 -0.037 1.9 3.8 -2.2
C -0.119 0.859 -0.118 1.0 0.7 0.4
N 1.242 0.870 -0.139 -0.3 -1.7 0.6
H 5.174 0.286 0.093 -0.6 0.1 -2.0
H 3.820 1.604 -0.640 1.4 -1.2 1.4
H 4.243 0.916 1.172 -1.6 0.6 -1.3
H 1.594 -2.494 0.079 1.8 -1.9 0.2
H -0.712 -2.472 0.402 0.5 1.5 -0.4
H -3.169 -2.035 -1.172 0.3 0.3 0.2
H -2.633 -2.329 0.624 -2.0 2.2 -2.4
H -4.315 -1.447 0.113 2.3 0.3 -0.5
H -2.683 3.034 0.216 0.5 -1.0 -0.4
H -0.336 3.143 -0.327 -0.5 -2.7 1.2
```
Forces are in eV/Å.

Summary:
SMILES string	COc1ccc2c(C)nccc2n1
charge	0
E_LUMO	0.0238	eV
energy above the lowest of the compared OMol25 structures with the same formula, charge and spin	2.923	eV
total energy	-15557.2439	eV
HOMO energy	-8.938	eV

Atomic partial charges in e from the Löwdin method, atoms 1 to 2:
1. C 0.0026
2. O -0.0963



(2)
Molecular formula: C41H39BiBrN8OS
Method: DFT, ωB97M-V with the def2-TZVPD basis set

Geometry as XYZ:
```
92
Properties=species:S:1:pos:R:3:forces:R:3
Bi 0.615 0.269 -0.314 0.0 0.0 -0.1
Br -0.117 7.691 1.464 0.0 0.0 0.0
C 0.343 5.973 0.820 0.0 0.2 -0.1
C 1.045 5.840 -0.377 0.0 0.0 0.0
C 1.373 4.585 -0.837 0.0 0.0 0.0
C 1.041 3.414 -0.130 0.0 0.1 -0.1
O 1.374 2.267 -0.703 -0.2 -0.2 0.2
C 0.366 3.565 1.107 -0.1 0.0 -0.1
C 0.036 2.513 2.054 0.0 0.0 0.0
N 0.533 1.333 2.102 0.1 -0.3 0.0
C 0.192 0.493 3.192 0.0 0.1 0.0
C 0.010 0.991 4.460 0.0 0.1 0.0
C -0.307 0.158 5.553 0.0 0.1 0.0
C -0.406 -1.190 5.385 0.0 -0.1 0.0
C -0.175 -1.755 4.109 0.0 0.0 -0.1
C -0.204 -3.153 3.894 0.0 -0.1 0.0
C 0.032 -3.661 2.651 0.0 -0.1 0.0
C 0.300 -2.760 1.604 0.1 0.2 0.0
N 0.339 -1.458 1.764 0.1 0.0 0.2
C 0.114 -0.923 3.002 0.1 -0.2 -0.2
C -0.001 4.859 1.533 0.0 -0.2 0.1
H 1.317 6.721 -0.945 0.0 0.0 0.0
H 1.899 4.461 -1.776 0.0 0.0 0.0
H -0.693 2.813 2.809 0.0 0.1 0.1
H 0.141 2.053 4.633 0.0 0.0 0.0
H -0.449 0.601 6.532 0.0 0.0 -0.1
H -0.637 -1.844 6.220 0.0 0.0 -0.1
H -0.401 -3.807 4.737 0.0 0.0 0.0
H 0.027 -4.727 2.459 0.0 0.1 0.0
H 0.483 -3.128 0.595 0.0 0.0 0.2
H -0.544 4.970 2.465 0.0 0.0 0.0
C -0.003 1.806 -3.342 -0.1 -0.2 0.0
N -0.631 0.682 -2.599 0.0 0.2 -0.1
C -2.059 0.966 -2.365 0.1 0.0 -0.1
C -0.379 -0.575 -3.277 0.1 0.3 0.0
C -1.255 -1.096 -4.219 0.0 0.0 0.0
C -0.984 -2.306 -4.843 0.0 0.0 0.0
C 0.172 -3.000 -4.513 0.0 0.0 0.0
C 1.055 -2.483 -3.576 0.0 0.0 0.0
C 0.811 -1.253 -2.960 0.3 0.2 0.1
N 1.659 -0.710 -1.973 0.1 0.0 -0.1
C 3.051 -0.675 -2.087 -0.2 0.0 -0.1
C 3.741 -0.929 -3.282 -0.1 0.0 0.0
C 5.121 -0.865 -3.341 0.0 0.0 0.0
C 5.863 -0.544 -2.212 0.0 0.0 0.0
C 5.194 -0.255 -1.035 0.0 0.0 0.0
C 3.809 -0.297 -0.970 -0.1 0.0 0.1
N 3.116 0.039 0.282 0.2 0.0 0.1
C 3.382 -1.032 1.278 0.0 0.1 -0.1
C 3.632 1.321 0.845 0.0 -0.2 -0.1
H -0.436 1.883 -4.346 0.0 0.0 0.0
H 1.070 1.643 -3.424 0.0 0.0 0.0
H -0.175 2.739 -2.807 0.0 0.0 0.0
H -2.582 1.224 -3.291 0.0 0.0 0.0
H -2.141 1.818 -1.686 0.0 0.0 0.0
H -2.542 0.108 -1.900 0.1 0.0 0.0
H -2.162 -0.560 -4.471 0.1 0.0 0.0
H -1.674 -2.699 -5.579 0.0 0.0 0.0
H 0.390 -3.952 -4.984 0.0 0.1 0.0
H 1.941 -3.043 -3.302 0.0 0.1 0.0
H 3.177 -1.165 -4.176 0.0 0.0 0.0
H 5.623 -1.059 -4.282 0.0 0.0 0.1
H 6.945 -0.509 -2.247 -0.1 0.0 0.0
H 5.770 0.014 -0.156 -0.1 0.0 0.0
H 4.457 -1.109 1.460 0.0 0.0 0.0
H 3.028 -1.989 0.901 -0.1 0.0 0.0
H 2.886 -0.797 2.217 -0.1 0.0 0.0
H 4.648 1.189 1.223 0.0 0.0 0.0
H 2.992 1.636 1.664 -0.1 0.0 0.0
H 3.634 2.083 0.075 0.0 0.0 -0.1
C -3.684 0.599 3.893 0.0 0.0 0.0
N -3.426 -0.688 3.272 0.0 0.0 -0.1
C -3.674 -1.923 3.850 -0.1 0.3 0.2
C -3.379 -2.859 2.948 0.2 -0.1 -0.4
N -2.931 -2.208 1.789 0.1 0.1 -0.2
C -2.971 -0.832 1.995 0.1 -0.6 0.1
S -2.573 0.424 0.970 -0.2 0.1 0.0
C -2.665 -2.923 0.569 -0.1 0.1 0.1
C -3.232 -4.186 0.415 -0.1 0.0 0.1
C -2.976 -4.887 -0.749 -0.1 -0.1 0.1
C -2.176 -4.318 -1.724 0.0 0.0 -0.1
C -1.657 -3.062 -1.476 0.1 0.2 0.0
N -1.885 -2.375 -0.348 0.0 0.1 0.0
H -3.766 0.459 4.969 0.0 0.0 0.0
H -4.603 1.035 3.506 0.0 0.0 0.0
H -2.867 1.275 3.665 0.1 0.0 0.0
H -4.038 -2.026 4.861 0.1 0.1 -0.1
H -3.407 -3.931 3.039 0.0 0.1 0.0
H -3.884 -4.606 1.168 0.0 0.0 -0.1
H -3.411 -5.868 -0.893 0.0 0.0 0.0
H -1.962 -4.829 -2.656 0.0 0.1 0.1
H -1.014 -2.575 -2.207 -0.3 -0.3 0.3
```
Forces are in eV/Å.

Summary:
charge	+1
E_LUMO	-2.9844	eV
energy above the lowest of the compared OMol25 structures with the same formula, charge and spin	0.000	eV
total energy	-143832.4342	eV
HOMO energy	-9.694	eV

Atomic partial charges in e from the Löwdin method, atoms 1 to 2:
1. Bi 1.9337
2. Br 0.7534



(3)
Molecular formula: C2F3NO3SY
Method: DFT, ωB97M-V with the def2-TZVPD basis set

Geometry as XYZ:
```
11
Properties=species:S:1:pos:R:3:forces:R:3
N -0.026 1.770 0.481 -2.0 -0.1 -0.5
S 0.468 0.414 1.016 -1.7 -1.2 -0.7
C 1.921 0.004 -0.164 2.3 -0.7 -0.7
F 1.498 0.023 -1.406 -0.5 0.1 0.2
F 2.379 -1.186 0.143 -0.6 0.5 0.2
F 2.842 0.918 0.024 -0.6 0.0 0.2
O -2.263 -2.190 -0.101 1.5 2.9 0.4
C -1.902 -1.062 -0.028 -0.1 -5.2 0.5
O -2.372 0.032 -0.361 -0.3 4.5 -0.4
O -0.418 -0.900 0.730 0.2 1.6 0.1
Y -2.126 2.177 -0.334 1.8 -2.3 0.7
```
Forces are in eV/Å.

Summary:
2S+1	2
charge	+2
E_LUMO (spin up / spin down)	-11.2471 / -11.9633	eV
total energy	-29716.0376	eV
HOMO energy (spin up / spin down)	-18.644 / -19.542	eV

Atomic partial charges in e from the Löwdin method, atoms 1 to 2:
1. N -0.4284
2. S 1.1069



(4)
Molecular formula: C37H61Cl12N4O5
Method: DFT, ωB97M-V with the def2-TZVPD basis set

Geometry as XYZ:
```
119
Properties=species:S:1:pos:R:3:forces:R:3
C 10.759 -1.500 1.529 -6.6 1.5 -3.0
C 9.674 -1.081 0.889 5.0 -2.2 3.1
C 8.296 -0.754 0.143 0.9 -2.0 1.7
N 8.424 0.500 -0.728 0.3 -1.1 0.2
C 7.117 0.607 -1.468 -2.1 -0.2 -1.0
C 5.869 0.947 -0.448 -0.5 -0.2 -2.3
C 4.572 1.092 -1.454 0.1 -1.7 -0.5
C 3.236 0.384 -0.892 -1.5 1.3 -1.0
O 2.927 -0.859 -1.632 -0.9 1.0 1.1
C 1.462 -1.059 -1.660 -1.3 -0.4 1.1
C 1.089 -2.639 -1.437 1.9 0.1 -1.0
O -0.202 -3.010 -1.989 -0.7 1.6 2.4
C -1.301 -2.502 -1.211 -4.2 1.4 1.7
C -1.217 -1.832 0.214 -2.4 0.1 -1.1
C -2.487 -1.253 0.988 -0.5 -1.9 -4.2
C -3.913 -1.364 0.326 1.9 -1.3 -1.7
C -5.293 -0.768 0.992 1.0 -1.3 0.5
C -4.966 -0.549 2.558 0.4 0.3 0.4
C -6.487 -1.897 0.925 -0.6 0.7 0.1
C -5.637 0.576 0.162 0.1 -0.3 0.3
C -6.465 1.704 0.966 -0.9 1.4 -0.6
C -7.089 2.704 -0.187 1.4 -0.9 -0.6
C -7.756 1.145 1.783 -0.1 1.3 -0.2
C -5.512 2.688 1.880 0.5 -1.0 -0.4
C -4.062 -2.053 -1.098 5.1 -1.0 3.1
C -2.768 -2.624 -1.851 0.4 1.4 3.2
N 6.052 2.251 0.270 -0.1 -0.2 0.3
C 6.765 3.277 -0.538 0.3 3.3 -3.0
C 8.057 3.983 0.174 -0.1 -0.3 0.0
O 6.455 3.683 -1.704 1.1 -2.6 5.0
C 4.806 2.758 0.901 -3.4 3.9 -1.9
C 4.138 2.230 2.266 0.0 0.4 0.4
O 4.194 3.732 0.305 3.2 -4.4 2.9
N 5.737 -0.224 0.474 1.3 0.1 -0.6
C 7.015 -0.592 1.164 0.4 -0.8 1.6
C 7.371 0.324 2.462 0.9 0.3 -0.3
C 7.961 -0.497 3.719 -0.6 0.7 0.8
C 6.979 -1.619 4.329 1.9 -4.0 2.1
N 5.499 -1.626 4.266 2.6 0.6 -1.2
O 7.552 -2.624 4.912 -2.7 4.6 -2.9
H 11.498 -2.078 2.216 -1.5 1.6 -1.7
H 8.043 -1.699 -0.498 0.7 2.0 0.7
H 9.245 0.400 -1.366 -0.7 0.2 0.5
H 8.622 1.274 -0.066 -0.3 -0.1 -0.6
H 6.880 -0.468 -1.860 0.5 2.0 0.7
H 7.136 1.280 -2.399 0.4 -0.7 1.7
H 4.845 0.530 -2.444 -0.6 0.9 1.7
H 4.361 2.178 -1.759 0.6 -1.6 0.9
H 3.192 0.245 0.249 0.3 -0.1 -1.7
H 2.352 1.103 -1.157 1.7 -1.0 0.6
H 0.963 -0.501 -0.772 1.0 -0.7 -1.5
H 0.973 -0.641 -2.620 1.0 -0.8 1.3
H 1.215 -2.953 -0.337 -0.4 0.6 -1.6
H 1.888 -3.225 -2.057 -1.6 0.9 1.1
H -0.201 -1.696 0.744 -1.9 -0.3 -1.0
H -2.322 -0.752 2.006 -0.3 -0.9 -1.8
H -4.444 -1.476 3.042 -1.0 1.5 -1.1
H -5.895 -0.337 3.204 1.3 -0.3 -1.3
H -4.248 0.344 2.674 -1.1 -1.4 -0.1
H -6.100 -2.965 1.114 -0.5 1.7 -0.5
H -7.274 -1.678 1.761 1.5 -0.3 -1.5
H -7.092 -1.809 -0.072 1.3 -0.4 1.6
H -6.192 0.229 -0.807 0.8 0.8 1.9
H -4.629 1.026 -0.196 -1.7 -0.6 0.6
H -7.989 2.204 -0.713 1.3 1.0 0.9
H -6.240 2.790 -0.988 -1.6 0.1 1.2
H -7.292 3.765 0.203 0.0 -1.8 -0.5
H -8.220 0.224 1.274 0.9 1.4 1.0
H -8.564 1.986 1.710 1.5 -1.6 0.2
H -7.565 1.009 2.919 -0.3 -0.2 -2.0
H -5.625 2.424 2.995 0.3 0.5 -1.7
H -4.402 2.500 1.560 -1.9 0.4 0.7
H -5.727 3.805 1.704 0.2 -1.8 0.4
H -5.093 -2.166 -1.632 2.3 -1.2 2.8
H -2.871 -3.119 -2.887 0.1 1.0 2.1
H 8.692 3.233 0.776 -1.1 0.9 -0.7
H 7.731 4.808 0.935 0.4 -1.5 -1.5
H 8.764 4.449 -0.624 -1.6 -0.8 1.3
H 4.844 2.439 3.174 -1.1 -0.6 -1.7
H 3.187 2.870 2.473 1.8 -1.0 -0.8
H 3.787 1.134 2.243 1.0 1.6 -0.1
H 5.510 -1.046 -0.129 -0.3 1.0 0.6
H 6.852 -1.670 1.588 0.3 1.9 -0.9
H 6.493 0.959 2.846 1.2 -1.1 -1.0
H 8.192 1.075 2.104 -1.4 -1.1 0.9
H 8.982 -0.993 3.549 -1.8 0.7 0.1
H 8.127 0.288 4.571 -0.3 -1.4 -1.5
H 5.125 -0.734 3.902 0.2 -0.8 0.0
H 5.259 -2.430 3.650 -0.2 0.8 0.9
C -11.613 0.191 1.796 -0.2 -0.2 -0.2
Cl -11.187 1.888 2.044 -0.3 0.1 0.0
Cl -10.407 -0.887 2.513 -0.2 -0.1 0.0
H -12.579 -0.002 2.261 0.3 0.0 0.0
H -11.673 -0.007 0.726 0.2 0.1 0.2
C -3.571 -4.858 -5.562 -0.3 -0.2 -0.1
Cl -5.028 -4.553 -4.607 -0.1 0.0 0.0
Cl -2.250 -3.791 -5.069 0.2 -0.1 -0.4
H -3.261 -5.894 -5.418 -0.3 0.7 0.1
H -3.794 -4.682 -6.615 0.0 0.1 0.2
C -5.360 -0.391 -4.524 -0.4 0.1 -0.4
Cl -5.106 -0.963 -2.866 -0.8 2.0 -3.6
Cl -5.431 1.375 -4.588 0.0 0.1 -0.1
H -4.535 -0.736 -5.148 -0.1 0.1 0.2
H -6.300 -0.797 -4.899 0.1 0.1 0.1
C 9.022 7.271 -2.350 -0.4 0.2 -0.2
Cl 9.475 8.961 -2.107 -0.1 -0.1 0.0
Cl 10.220 6.180 -1.636 0.2 -0.1 -0.1
H 8.055 7.091 -1.880 0.2 0.0 0.0
H 8.955 7.071 -3.419 0.1 0.0 0.2
C -14.527 1.148 4.438 0.0 0.3 0.1
Cl -13.679 -0.398 4.577 0.1 0.0 0.1
Cl -16.076 0.954 3.610 0.0 0.1 0.0
H -14.706 1.545 5.437 0.0 -0.2 -0.2
H -13.906 1.842 3.871 -0.1 -0.2 0.0
C -0.474 -7.071 -5.188 0.1 0.0 0.4
Cl -1.881 -7.415 -6.203 0.4 -0.6 -0.2
Cl 0.953 -6.725 -6.172 0.0 0.0 0.1
H -0.691 -6.205 -4.563 0.0 -0.1 -0.2
H -0.270 -7.938 -4.560 -0.1 0.1 -0.3
```
Forces are in eV/Å.

Summary:
charge	+1
E_LUMO	-3.2489	eV
total energy	-205801.4400	eV
HOMO energy	-9.355	eV

Atomic partial charges in e from the Löwdin method, atoms 1 to 2:
1. C 0.1330
2. C -0.0438



(5)
Molecular formula: C4Cl2
Method: DFT, ωB97M-V with the def2-TZVPD basis set

Geometry as XYZ:
```
6
Properties=species:S:1:pos:R:3:forces:R:3
C -0.600 -0.261 0.002 0.2 0.9 2.6
C -0.090 -1.241 -1.052 -0.8 -0.9 -0.7
C 0.680 -0.288 -0.674 3.2 1.1 -2.2
C -0.173 0.556 0.874 -2.8 -0.1 1.0
Cl 1.975 0.810 -0.794 0.0 -0.8 -0.2
Cl -0.111 1.917 1.795 0.2 -0.2 -0.4
```
Forces are in eV/Å.

Summary:
charge	0
E_LUMO	-0.2448	eV
energy above the lowest of the compared OMol25 structures with the same formula, charge and spin	3.333	eV
total energy	-29184.9567	eV
HOMO energy	-9.088	eV

Atomic partial charges in e from the Löwdin method, atoms 1 to 2:
1. C -0.1763
2. C 0.0766



(6)
Molecular formula: C23H25B2Cl5CrF4N5O4
Method: DFT, ωB97M-V with the def2-TZVPD basis set

Geometry as XYZ:
```
69
Properties=species:S:1:pos:R:3:forces:R:3
Cr 2.956 -12.893 10.681 0.3 -0.1 0.7
C 0.584 -16.438 11.407 0.9 0.0 -0.2
C 1.767 -15.498 11.211 -2.0 -0.9 -0.3
N 1.437 -14.246 10.858 0.9 0.8 0.3
O 0.167 -13.999 10.771 -0.4 0.4 -0.3
B -0.343 -12.631 11.270 -0.5 -0.4 -0.3
F -1.649 -12.688 10.821 1.0 0.8 0.6
F -0.088 -12.625 12.627 -0.3 0.2 -0.2
O 0.419 -11.470 10.646 -1.4 0.2 -0.6
N 1.671 -11.409 11.059 0.8 0.2 0.9
C 2.159 -10.346 11.606 -0.6 0.0 -0.4
C 1.474 -8.980 11.561 0.8 -1.6 -0.5
C 3.461 -10.649 12.315 -0.3 1.8 0.3
N 3.962 -11.788 12.064 -1.2 -0.3 -0.9
O 4.903 -12.301 12.839 0.3 -0.4 -0.1
B 4.562 -13.772 13.065 1.1 0.8 0.9
F 5.328 -14.016 14.178 0.0 -0.9 -0.4
F 3.201 -13.888 13.236 -0.3 -0.1 0.0
O 5.009 -14.634 11.919 0.2 0.0 0.1
N 4.050 -14.754 10.899 -0.4 0.0 -0.9
C 3.070 -15.786 11.315 1.3 0.5 -0.6
C 3.634 -17.050 11.749 0.8 -0.8 -0.1
C 3.946 -9.705 13.396 0.1 0.5 -1.1
H -0.222 -15.994 10.815 0.0 -0.7 0.3
H 0.327 -16.439 12.453 -0.4 0.2 0.4
H 0.801 -17.483 11.159 0.0 0.3 -0.3
H 1.622 -8.452 12.466 0.0 0.5 0.9
H 0.430 -9.021 11.272 0.0 -0.3 0.1
H 2.017 -8.463 10.781 0.1 0.4 -0.3
H 4.373 -17.394 11.008 -0.2 -0.1 0.1
H 2.857 -17.790 11.852 -0.1 -0.3 0.1
H 4.168 -16.968 12.694 -0.1 0.1 0.2
H 3.982 -8.638 13.038 0.1 -1.1 0.1
H 4.917 -10.021 13.779 -0.2 0.1 0.0
H 3.205 -9.696 14.176 -0.3 -0.2 0.6
Cl 6.362 -11.121 10.392 -0.1 -0.3 0.5
C 5.340 -11.486 9.056 -0.7 0.1 -1.3
C 4.053 -12.082 9.164 0.7 0.8 0.0
C 3.291 -12.115 8.007 1.0 0.3 -0.5
Cl 1.686 -12.686 8.171 -0.6 -0.4 -0.1
C 3.761 -11.708 6.741 -1.9 -0.8 0.2
Cl 2.752 -11.918 5.329 0.5 0.1 0.6
C 5.002 -11.174 6.658 1.7 0.3 0.2
Cl 5.625 -10.692 5.152 0.2 0.2 -0.5
C 5.818 -11.054 7.804 -0.7 0.0 0.6
Cl 7.334 -10.257 7.712 0.1 -0.1 -0.3
C 7.194 -16.709 11.155 0.1 -1.6 -1.0
N 7.969 -15.569 10.609 -0.6 0.5 0.4
C 8.995 -15.982 9.624 -0.4 -1.7 -0.7
C 7.083 -14.408 10.132 1.1 0.5 -1.5
C 5.991 -14.802 9.181 -0.3 -0.2 -1.0
C 6.252 -14.861 7.771 1.0 -0.3 1.2
C 5.339 -15.225 6.817 -0.7 -0.1 0.8
C 4.052 -15.568 7.255 0.3 0.6 -1.5
C 3.736 -15.383 8.553 -1.3 -0.6 1.9
C 4.670 -15.040 9.541 -0.6 0.3 1.0
H 7.906 -17.470 11.501 -0.1 0.4 0.2
H 6.703 -17.194 10.284 0.0 0.5 0.6
H 6.474 -16.447 11.930 0.2 0.4 -0.2
H 8.455 -15.146 11.392 0.3 0.0 0.2
H 8.558 -16.413 8.696 -0.2 0.8 0.6
H 9.587 -16.823 9.995 -0.1 0.3 0.5
H 9.639 -15.165 9.420 0.4 0.8 -0.3
H 7.802 -13.705 9.643 -0.6 -0.6 0.2
H 6.705 -13.904 10.988 -0.2 0.0 0.6
H 7.281 -14.698 7.462 -0.1 0.3 0.0
H 5.586 -15.201 5.782 0.2 -0.2 -0.6
H 3.258 -15.837 6.562 0.3 0.0 0.0
H 2.686 -15.551 8.860 0.8 0.1 -0.2
```
Forces are in eV/Å.

Summary:
2S+1	5
charge	+1
E_LUMO (spin up / spin down)	-3.3139 / -4.0082	eV
total energy	-143151.5950	eV
HOMO energy (spin up / spin down)	-11.132 / -11.555	eV

Atomic partial charges in e from the Löwdin method, atoms 1 to 2:
1. Cr 0.8598
2. C 0.0465